[1]
This record from the OMol25 dataset describes a single C6H14N2O2S2 molecule in a non-equilibrium geometry. The level of theory is wB97M-V/def2-TZVPD.

Structure (XYZ):
```
26
C6H14N2O2S2, DFT wB97M-V/def2-TZVPD
H 3.893 -1.437 -1.327
O 4.263 1.132 -0.526
C -2.012 0.156 -0.169
H -2.721 0.635 1.742
H -2.671 -1.814 0.351
H -1.188 2.099 -0.940
H 1.924 -1.501 1.488
C 3.119 0.854 -0.209
C -1.727 0.341 1.290
C -2.958 -0.947 -0.147
H -1.348 -0.486 1.846
S -0.584 -0.302 -1.304
H -2.498 1.421 -1.998
S 0.435 -1.948 -0.477
H 1.223 1.185 -0.075
C -2.230 1.529 -0.893
H -3.024 2.071 -0.407
H 4.791 -1.280 0.226
C 1.554 -0.903 0.560
H -4.005 -0.639 0.151
O 2.087 1.758 -0.155
H -2.982 -1.229 -1.230
H 1.099 -0.037 0.926
N 3.829 -1.502 -0.323
H -1.072 1.325 1.683
N 2.804 -0.485 -0.080
```

Its SMILES is CC(C)(C)SSCN(N)C(=O)O. Its charge is 0. The energy above the lowest of the compared OMol25 structures with the same formula, charge and spin is 140.3 kJ/mol.

=====

[2]
This record from the OMol25 dataset describes 11 unconnected molecules or ions with the total composition C64H71Br3N11O4P in a non-equilibrium geometry. The level of theory is wB97M-V/def2-TZVPD.

Structure (XYZ):
```
154
C64H71Br3N11O4P, DFT wB97M-V/def2-TZVPD
H 0.596 -2.355 0.728
H 1.135 -0.716 -6.558
C -6.332 -5.496 4.597
O -4.302 -2.054 4.040
C -0.890 -0.467 -2.290
H 4.765 1.502 3.448
C -4.955 -1.429 1.788
H 2.939 -1.019 -1.819
C 3.295 1.588 -7.303
C -9.413 -0.064 -6.244
C 0.158 4.950 2.162
C 7.307 8.911 -0.628
H -1.215 3.230 5.258
C -4.841 -2.791 8.550
C 3.177 -1.118 -7.122
H 3.574 -4.717 2.962
H 0.278 -0.532 2.075
C -4.067 -2.413 2.670
C -1.648 -1.142 5.378
N 1.727 -1.955 2.633
H 7.457 11.240 1.815
H 1.393 0.000 4.975
H -1.877 5.589 4.785
C -4.546 -4.218 9.106
C -2.476 1.096 -7.371
H -6.483 1.578 -6.550
N 3.962 4.777 3.412
H 0.517 2.522 -2.955
H 8.309 -5.883 -6.107
O -2.930 -4.228 4.558
C 6.153 3.095 3.026
C 6.590 7.971 0.095
C 5.706 0.887 -1.558
C -0.272 0.525 -3.035
H -7.290 -1.637 -4.148
C -8.149 -6.576 2.892
C 3.854 3.449 3.522
C 7.509 -3.893 -5.981
C -5.996 -5.979 3.341
C 6.245 -5.863 -5.511
C -4.889 -2.515 7.224
P -3.483 -2.983 5.145
H -1.484 -0.319 6.132
H 6.181 9.428 2.961
H 4.537 0.257 -3.251
H -0.382 0.917 -6.889
H 2.861 3.085 3.769
N 6.192 8.150 1.359
H -4.603 0.951 -7.634
N -0.023 3.037 3.601
C 2.092 -0.298 -6.855
H -5.571 -5.068 5.242
C -1.208 5.060 4.119
C -0.842 3.749 4.382
H 3.141 -2.255 4.316
H -6.149 0.124 2.838
C 7.225 10.318 1.299
H 0.344 -1.834 5.878
N -1.450 -0.588 -5.998
H 7.245 4.915 2.656
C -3.721 0.520 -7.176
H -0.954 6.693 2.745
H -8.840 -7.017 2.181
N 2.131 1.038 -6.938
C 1.100 -0.636 2.825
H -1.163 0.900 0.638
C 4.368 -0.525 -7.499
N 5.204 -3.706 -5.325
H 8.186 10.869 -0.542
H -0.114 0.531 4.191
H -4.378 -3.453 2.408
C -0.897 0.824 -0.412
H 1.933 -4.727 0.720
H -0.061 2.799 -0.545
Br -5.168 -1.407 9.909
N -6.785 -0.028 -5.313
H -4.076 -4.084 10.118
H -5.525 -4.738 9.235
C 1.316 -2.661 1.513
H -2.358 1.983 -7.981
H -4.514 -1.287 0.766
H 8.425 -3.397 -6.273
C 5.163 -5.040 -5.244
H -10.435 -0.078 -6.606
C 3.965 -0.499 -0.005
H 5.232 6.341 3.024
H -0.195 -2.480 4.254
H -9.657 -1.751 -4.927
Br -2.211 -2.166 2.049
C -8.590 -6.118 4.123
H -9.635 -6.190 4.396
C 2.891 -3.884 2.690
C 5.172 5.261 3.107
C 2.023 -3.927 1.482
H 3.295 -1.043 0.649
H 3.297 2.672 -7.360
H -4.971 -5.940 2.987
H 5.236 0.222 1.578
C 7.440 -5.274 -5.888
C -7.670 -0.932 -4.880
C 6.515 9.312 1.935
H -4.328 0.281 3.166
H 0.580 5.391 1.269
C -0.284 1.879 -1.068
C -7.222 0.858 -6.215
H 1.117 3.037 1.902
C 0.458 3.644 2.514
C 7.628 10.108 -0.010
N 5.913 0.889 -0.237
C 0.580 -0.355 4.283
H -3.842 -4.749 8.423
H 6.376 -2.076 -5.745
H 4.206 -5.456 -4.948
C -0.203 -1.590 4.925
N -6.876 -6.515 2.488
O -2.384 -2.182 6.068
C 5.044 0.201 0.511
C 4.910 2.569 3.343
H -2.182 -0.663 4.521
H -8.814 1.628 -7.435
C 4.435 0.857 -7.594
C 2.674 -2.629 3.387
C 6.290 4.468 2.903
H 6.312 7.020 -0.347
C 3.771 -0.485 -1.377
H -4.776 -1.091 -6.213
C -3.822 -0.614 -6.387
C 0.034 1.721 -2.407
C 4.657 0.223 -2.175
C -8.986 -0.994 -5.312
C -0.693 5.669 2.985
H 5.238 -1.133 -7.717
H 3.090 -2.193 -7.037
H -7.965 -5.201 5.964
C -1.379 0.506 -6.765
Br -5.304 -0.656 6.729
H -2.693 -2.008 -5.195
H 6.154 -6.938 -5.427
H -1.152 -1.419 -2.740
H 6.427 1.452 -2.140
H -5.967 -1.890 1.678
H 7.004 2.441 2.876
C -2.664 -1.124 -5.823
H 1.891 0.136 2.588
C -5.116 0.009 2.425
H -0.037 0.365 -4.079
O -4.678 -3.516 6.254
H 5.350 1.355 -7.886
N -1.205 -0.340 -0.996
C -8.517 0.885 -6.708
H 7.605 8.710 -1.649
C 6.370 -3.159 -5.690
H -5.035 0.765 1.593
C -7.659 -5.569 4.991
```

Its SMILES is CC[C@@H](Br)O[P@@](=O)(OCCCCn1cccc1)O/C(Br)=C(\C)Br.c1ccncc1.c1ccncc1.c1ccncc1.c1ccncc1.c1ccncc1.c1ccncc1.c1ccncc1.c1ccncc1.c1ccncc1.c1ccncc1. Its charge is 0.

=====

| no. | LUMO level (eV) |
| --- | --- |
| 1 | 0.5 |
| 2 | 0.4 |